(1)
# C8H12N2O4S

C8H12N2O4S in the gas phase (the ωB97M-V functional and the def2-TZVPD basis, OMol25).

XYZ file:
```
27
C8H12N2O4S the ωB97M-V functional and the def2-TZVPD basis
S -1.38977 -1.58650 -0.02917
O -3.19684 1.52580 0.20865
O -2.09889 -2.55603 -0.85907
O -1.78181 -1.53896 1.37738
O -1.40401 2.18422 -0.84095
N -1.87921 1.17235 0.02787
N -1.67932 -0.22570 -0.85878
C 0.33602 -1.78258 -0.10992
C -0.01972 2.18111 -0.96736
C 2.57602 -1.53439 0.89351
C -3.76477 0.96430 1.37787
C 0.90388 -2.20250 -1.30657
C 1.19560 -1.40788 0.97417
C 2.21921 -2.37572 -1.40462
C 3.05372 -2.07141 -0.28184
H 0.20355 -2.58711 -1.96589
H -4.68353 0.63909 1.00553
H 2.72539 -2.66364 -2.28677
H -2.46867 -0.40848 -1.53899
H -3.28930 0.10608 1.72255
H -3.77174 1.60802 2.27298
H 0.70704 -1.06386 1.88948
H 4.07898 -2.35718 -0.27696
H 0.56078 2.25495 0.01182
H 0.35030 3.10244 -1.38803
H 3.23895 -1.43192 1.82432
H 0.38903 1.40575 -1.58354
```

Summary:
Structure (SMILES): CON(NS(=O)(=O)c1ccccc1)OC
E_HOMO, eV: -9.577
Charge: 0
Electronic energy, Ha: -1120.47168

***

(2)
# C31H26BrIrN3O2

A molecular structure, C31H26BrIrN3O2 (the ωB97M-V functional and the def2-TZVPD basis, OMol25).

XYZ file:
```
64
C31H26BrIrN3O2 the ωB97M-V functional and the def2-TZVPD basis
Ir -0.44954 0.18129 -0.02070
Br 2.76575 0.75712 -5.88217
O -0.47548 -1.85933 -0.23107
O 1.37634 -0.02237 0.81046
N -0.61325 2.11949 0.32863
N -2.02107 0.74873 -1.29152
N -0.68253 0.45167 2.32226
C 2.00481 -1.10985 1.12561
C -0.04863 -0.31262 4.47566
C 2.41752 -3.52284 1.20542
C -1.90069 2.06618 -1.62324
C -2.47187 2.60377 -2.75544
C -2.77489 -0.04450 -2.06876
C 0.54301 0.27554 -1.77502
C 0.59538 0.87770 4.73356
C -2.99589 -1.46247 -1.65695
C 3.21638 -0.94497 1.84648
C 0.58138 1.88008 3.76984
C 1.88598 0.55489 -4.22063
C 3.56499 -3.33605 1.91477
C -0.18942 2.63322 1.49193
C 3.96316 -2.02084 2.22937
C 1.30317 1.41065 -2.06248
C -1.43570 -1.76684 2.95520
C 0.09134 -4.10522 -0.39859
C 1.59975 -2.43326 0.79439
C 1.16225 -0.59513 -3.95953
C -0.05890 1.62579 2.57763
C -0.49302 4.81423 0.57339
C -0.69446 -0.49943 3.25153
C 1.97343 1.55631 -3.26970
C 0.40354 -2.70910 0.06048
C 0.50068 -0.72647 -2.74514
C -1.15523 2.87522 -0.63324
C -3.36552 0.45196 -3.22683
C -3.20145 1.77165 -3.58873
C -0.08026 4.00541 1.62539
C -1.08801 4.25610 -0.54840
H 1.42475 2.19277 -1.32186
H -2.34375 3.65072 -2.98768
H 0.92585 -4.52156 -0.96187
H -1.51595 4.88031 -1.31856
H -0.09058 -4.76028 0.45504
H 1.07790 2.82368 3.94526
H 4.16541 -4.17843 2.22645
H -3.03048 -1.54619 -0.57246
H 2.11280 -4.52888 0.95458
H -2.18323 -2.09814 -2.00659
H -1.81243 -1.75959 1.93509
H -3.95605 -0.21913 -3.83461
H 3.52111 0.06756 2.07493
H -3.92828 -1.82937 -2.08099
H 2.56525 2.44052 -3.46471
H -0.79967 -4.08539 -1.01974
H -0.42079 5.88936 0.66401
H -0.05886 -1.63601 -2.56934
H 0.27101 4.44100 2.54930
H -0.06081 -1.10835 5.20811
H 4.88105 -1.86012 2.78119
H 1.10700 1.03290 5.67381
H -2.27939 -1.87160 3.63933
H -0.78926 -2.63455 3.09453
H -3.64527 2.15503 -4.49712
H 1.10963 -1.38200 -4.69994
```

Summary:
E_HOMO, eV: -10.489
Charge: +1
Electronic energy, Ha: -4189.89459

***

(3)
# C43H48CdN2O3P2

A molecular structure, C43H48CdN2O3P2 (the ωB97M-V functional and the def2-TZVPD basis, OMol25).

XYZ file:
```
99
C43H48CdN2O3P2 the ωB97M-V functional and the def2-TZVPD basis
Cd -0.18027 1.22842 -2.85000
P 1.14100 2.92570 -1.89241
P -2.49771 1.91209 0.58345
O 4.28426 -0.69903 2.52749
O 1.68501 -1.75958 -1.09520
O 0.75388 1.85954 1.63899
N 2.49194 0.54511 2.00161
N 1.22315 0.12757 0.09562
C 3.56025 -2.75158 0.69263
C -5.67243 2.40823 -1.94288
C 1.02576 3.61799 -3.53583
C 3.62270 1.79851 -1.26871
C -2.62923 3.64550 4.16884
C -4.77283 2.62065 -0.88704
C -5.69284 1.17317 -2.60707
C 2.87815 2.95065 -1.55604
C 2.78276 0.51519 -4.38882
C -1.29604 4.60899 -3.22971
C 0.87044 -1.06786 -5.71210
C -4.86333 0.12331 -2.17627
C 2.24483 -1.35501 -5.86546
C -3.85379 1.61821 -0.54046
C -4.53455 2.71726 2.32664
C 0.18340 4.87842 -3.46414
C 0.89024 -3.74640 1.69926
C 4.84292 1.94218 -0.59595
C -1.29320 3.05310 -0.21623
C 3.20499 -0.54900 -5.20595
C 1.43469 -2.38691 2.13249
C -0.51723 2.91335 -5.54704
C 3.20720 -0.63350 1.94964
C -1.81921 0.33554 1.09208
C 0.71820 2.53836 -4.65639
C -3.91624 0.36781 -1.18236
C 4.65801 4.38291 -0.75870
C 3.43546 4.25175 -1.42989
C 0.06451 3.22371 -0.48310
C 1.77181 -1.11949 -0.03092
C -3.99453 3.69622 4.47205
C -2.21073 3.16185 2.93418
C 1.39653 0.87984 1.21778
C -1.86274 2.09258 -3.61539
C 1.40203 0.83421 -4.34461
C -3.17253 2.72591 2.00822
C 2.49336 -1.75139 1.17864
C 5.33892 3.23715 -0.31213
C 0.45706 -0.07838 -4.85426
C 4.23698 -3.50039 1.83569
C -1.73980 3.22894 -2.83178
C -4.93777 3.22517 3.55709
C -1.76357 2.13228 -5.09505
H 5.38247 1.03947 -0.29363
H 0.57386 5.54834 -2.68255
H 0.69447 -3.78245 0.61758
H -1.82305 4.03420 -0.31428
H -0.80848 3.98435 -5.59643
H -1.92312 4.93274 -4.06821
H -0.05275 -3.93946 2.22568
H 1.91489 -2.48162 3.11949
H 1.53921 2.72416 -5.44678
H -1.09690 -0.12861 0.39357
H 3.58470 -4.26198 2.28167
H 5.06404 5.39304 -0.58038
H -1.26123 0.59042 2.00785
H -1.15308 3.10569 2.67452
H -5.99587 3.22874 3.81823
H 4.51700 -2.77731 2.61011
H -4.75781 3.57527 -0.37062
H 3.14866 -3.46665 -0.03638
H 5.15888 -3.98260 1.48875
H 2.02902 3.96946 -3.89203
H 0.60207 -1.67448 2.26020
H -6.35735 1.03278 -3.45595
H 0.72661 3.47360 0.39146
H -4.31679 4.05887 5.45332
H 0.31810 5.38699 -4.41516
H -2.41604 1.24919 -3.13864
H -4.94443 -0.85370 -2.65936
H -2.53573 3.20553 -2.07758
H -0.59513 -0.02311 -4.60126
H -1.71093 1.10944 -5.50970
H 2.55751 -2.21615 -6.48268
H -0.31306 2.62698 -6.59955
H 1.59070 -4.54511 1.97792
H 6.24083 3.32383 0.32050
H 3.56755 1.09690 -3.87725
H 2.70480 1.20495 2.72385
H -2.61189 -0.39333 1.33182
H -5.26876 2.33081 1.62378
H -1.63538 5.20823 -2.38235
H 4.32354 -2.16077 0.15812
H -3.19764 -0.40662 -0.92041
H -6.35135 3.19639 -2.25506
H 2.89884 5.10218 -1.84902
H 3.20558 0.83416 -1.59040
H 0.12432 -1.65272 -6.26551
H -2.68534 2.68630 -5.33367
H -1.87913 3.95601 4.89766
H 4.25717 -0.80083 -5.37922
```

Summary:
E_HOMO (spin up / spin down), eV: -5.062 / -5.173
Charge: 0
Electronic energy, Ha: -2852.60906

***

(4)
# C4H7N2

A gas-phase ion, C4H7N2 (charge +1) (the ωB97M-V functional and the def2-TZVPD basis, OMol25).

XYZ file:
```
13
C4H7N2 the ωB97M-V functional and the def2-TZVPD basis
N 1.72668 0.39389 0.20741
N -0.52547 -0.35940 0.39054
C 2.22089 1.41670 -0.24534
C -1.59404 -1.25059 0.13798
C 0.86092 -0.50710 0.54394
C -1.59431 0.25589 -0.24422
H -2.11966 1.08249 0.27210
H 2.49611 2.38871 0.46153
H -2.26247 -1.42130 0.94062
H -1.57992 0.33042 -1.41334
H 1.24756 -1.45125 0.79436
H 2.52694 1.29469 -1.29275
H -1.40322 -2.17313 -0.55282
```

Summary:
Structure (SMILES): C=NC=[N+]1CC1
E_HOMO, eV: -14.321
Charge: +1
Electronic energy, Ha: -265.73689

***

(5)
# C21H40GaGeN3O4SeSi3

A molecular structure, C21H40GaGeN3O4SeSi3 (the ωB97M-V functional and the def2-TZVPD basis, OMol25).

XYZ file:
```
74
C21H40GaGeN3O4SeSi3 the ωB97M-V functional and the def2-TZVPD basis
Se 0.37289 3.03941 -0.46062
Ge -0.60918 -1.89867 -0.04854
Ga 0.60738 0.42019 -0.14022
Si -0.06958 -2.83434 2.51437
Si 0.37977 -3.14699 -2.04247
Si -2.90785 -0.88718 -0.16186
O 3.05473 0.73882 3.47734
O 1.44317 0.58549 2.01763
O 3.29917 1.24884 -3.52678
O 1.52263 0.71880 -2.27152
N -1.34979 4.80326 1.02619
N -2.18198 4.31917 -0.91575
N 2.89372 0.98604 -0.06215
C -0.64818 -4.71579 -2.06475
C -2.39544 3.73547 -2.22973
C -0.63916 -1.48754 3.66806
C 4.88547 1.38458 1.16990
C 5.57804 1.60899 -0.01335
C 0.07387 -2.06916 -3.55145
C 3.55434 1.19622 -1.19064
C -4.18881 -2.25219 -0.09727
C 4.90476 1.51411 -1.22244
C -1.15956 4.06266 -0.08095
C -2.76419 -0.09271 -1.87224
C 1.77515 -3.06745 2.29708
C 2.69367 1.03833 -2.39511
C -3.03106 5.21816 -0.32127
C 3.53342 1.07553 1.09742
C -1.12040 -4.36860 2.34945
C -3.06193 0.44391 1.16109
C -0.47645 4.81875 2.19001
C -2.50937 5.52095 0.89165
C 2.61942 0.79587 2.24816
C 2.20560 -3.35201 -1.63825
H -0.97906 -2.07495 -3.83561
H -0.52376 -5.31470 -1.16171
H -3.61948 0.56268 -2.05285
H 0.55621 4.93629 1.87295
H 0.63584 -2.47074 -4.39861
H -3.15277 0.02487 2.16392
H 1.99210 -3.88531 1.60997
H -3.02975 2.85381 -2.14946
H -4.02912 -2.99309 -0.88212
H 2.71849 1.16384 -4.29906
H -2.19762 1.11353 1.14804
H -1.85399 0.50687 -1.96548
H -0.36585 -1.75413 4.69408
H 2.74488 -3.73025 -2.50959
H 0.38419 -1.03648 -3.39403
H 6.63146 1.85379 0.00618
H 2.25257 -2.16046 1.92340
H -0.57672 3.88834 2.74685
H 2.65779 -2.39965 -1.35226
H 5.40892 1.45600 2.11437
H -3.95808 1.04257 0.98138
H -1.70977 -4.49041 -2.18017
H -2.88295 4.46515 -2.87079
H 3.99342 0.92891 3.60896
H 5.40716 1.67734 -2.16563
H -4.20463 -2.77478 0.85984
H -3.92308 5.57639 -0.80501
H 2.36261 -4.06468 -0.82780
H -2.75830 -0.84401 -2.66297
H -0.35123 -5.33628 -2.91404
H -1.72274 -1.36938 3.63984
H -2.87465 6.19081 1.65063
H -1.44061 3.45915 -2.66746
H -0.16830 -0.53297 3.43416
H -2.17298 -4.12888 2.19370
H 2.23069 -3.31488 3.26081
H -0.75097 5.65086 2.83132
H -1.04754 -4.95184 3.27349
H -0.78590 -5.00500 1.52933
H -5.18073 -1.81925 -0.24955
```

Summary:
2S+1: 2
E_HOMO (spin up / spin down), eV: -16.159 / -16.123
Charge: +3
Electronic energy, Ha: -8560.28656

***

(6)
# C23H65FN2O25P6S

6 unconnected molecules or ions with the total composition C23H65FN2O25P6S (the ωB97M-V functional and the def2-TZVPD basis, OMol25).

XYZ file:
```
123
C23H65FN2O25P6S the ωB97M-V functional and the def2-TZVPD basis
S 1.31523 -1.31559 -0.65853
P 4.92551 5.80030 5.81377
P -4.08697 -1.13575 5.30481
P -6.02225 -4.92646 -7.02932
P 2.53782 3.63889 -4.97068
P -3.64925 -4.96181 0.08922
P 2.38422 2.32364 2.65548
F 0.95014 -0.29495 -1.76444
O -4.89214 -3.98209 -6.77163
O 3.80773 5.47450 4.71591
O -5.28138 -6.16214 -6.17754
O 6.53779 5.75601 6.01453
O 3.10852 2.75155 -6.19377
O -3.74055 -2.38185 6.28527
O -4.22495 -6.41761 0.62814
O 1.00112 3.39051 -5.41858
O 2.18826 5.15121 -4.48675
O -5.88888 -5.77482 -8.40309
O -3.85708 -2.01652 3.97106
O 4.39669 5.44220 7.14078
O 3.80694 2.84954 2.15193
O -5.34116 -0.32700 4.69508
O -7.06450 -3.86170 -7.74702
O 1.61518 -2.53963 -1.30750
O -3.01815 -0.16226 5.58382
O 0.28999 -1.41950 0.32560
O 2.92448 2.96103 -3.71920
O -3.26445 -3.33953 0.00868
O 2.58720 1.77053 4.12792
O 4.93384 7.39119 5.50846
O -4.51053 -4.91657 -1.26784
O 1.41906 3.42963 2.69622
O -2.26210 -5.47235 -0.12960
N 4.67692 -1.91939 0.62374
N 2.71495 -0.70158 -0.07887
C -6.77484 -2.48133 -7.92271
C -5.30645 1.08723 4.50204
C 3.29867 -1.57968 0.93938
C -4.75979 -3.37033 6.54046
C -3.23199 -1.39005 2.85266
C -6.06377 -7.28923 -5.72839
C 3.72766 3.72559 1.00224
C -5.30184 -5.13628 -9.53126
C 2.09874 6.19823 -5.47744
C 3.86282 8.17470 6.02223
C 2.44259 -0.59593 4.64229
C 2.61795 0.73157 0.30519
C 4.81289 3.40357 -0.02617
C 3.85089 1.54979 -5.98272
C -1.94180 -2.84358 -0.20573
C 0.41858 2.11653 -5.16083
C -5.50656 -6.46911 1.29245
C -3.82958 -4.59123 -2.47994
C 5.56210 -0.75250 0.67346
C 1.70600 1.06424 1.50797
C 2.52080 4.92470 5.05299
C 3.37255 0.57331 4.28771
C 7.37730 5.71464 4.84375
H -1.17039 -3.60228 -0.15734
H 3.87966 4.73776 1.36653
H -5.69607 -7.50486 1.56172
H 7.17890 4.81855 4.25421
H -4.32739 -5.11819 -3.29104
H -2.66844 -2.14494 2.31450
H -5.49766 -5.86636 2.20148
H -4.79205 -5.90620 -10.10591
H -2.55461 -0.59402 3.16305
H -5.06225 -3.85880 5.61231
H -6.19397 1.52686 4.95666
H 4.07981 0.69217 5.10555
H -1.73532 -2.08774 0.53873
H 2.72496 -1.51891 4.14046
H -4.57988 -4.37871 -9.22578
H -3.89707 -3.51921 -2.66714
H 3.62506 1.11411 0.40035
H 7.22371 6.60333 4.22855
H -6.30184 -6.12396 0.62837
H 2.35349 -0.71813 5.71717
H 1.85747 7.12083 -4.95775
H -6.68509 -2.31407 -8.99739
H 3.45970 7.74464 6.93896
H 0.53553 1.46384 -6.02858
H 5.36375 -0.14613 -0.21105
H 3.24334 -1.14791 1.94581
H -4.42324 1.55776 4.92423
H -1.93419 -2.37514 -1.19250
H 4.37604 3.46280 -1.02492
H 1.30951 5.97772 -6.19787
H -5.39362 -7.96568 -5.20439
H 4.98001 -2.54625 1.36131
H -5.33736 1.26364 3.42725
H -3.99293 -0.98802 2.17990
H 1.46164 0.16841 2.07973
H 8.41018 5.69092 5.17998
H 3.04917 6.32462 -5.99592
H 2.33188 4.05654 4.42172
H -5.62803 -2.91842 7.02068
H 0.86193 1.64586 -4.28303
H 2.74478 -2.51736 0.94785
H 5.61175 4.14151 -0.00876
H 2.75785 3.66685 0.51389
H 1.77892 5.68831 4.82203
H -6.50747 -7.81503 -6.57643
H 6.60638 -1.04088 0.69840
H 3.97166 0.36428 3.39906
H 1.44460 -0.33399 4.28946
H -7.61153 -1.89280 -7.54425
H 3.06924 8.26536 5.27693
H -6.07357 -4.68298 -10.15587
H 5.22799 2.40384 0.08070
H -6.84721 -6.96930 -5.04038
H 0.75219 1.48635 1.20723
H -0.64246 2.27447 -4.98246
H 4.77162 1.59690 -6.56358
H 2.18998 1.23881 -0.55867
H -2.78396 -4.89442 -2.44857
H 4.09970 1.37386 -4.94032
H 2.43180 4.63930 6.09778
H 4.25755 9.16566 6.23674
H 5.30689 -0.10537 1.52830
H -5.86541 -2.16179 -7.42635
H -4.33619 -4.11323 7.21011
H 3.24038 0.72874 -6.35709
```

Summary:
Structure (SMILES): CCOP(=O)(CCN(CNC)S(=O)(=O)F)OCC.COP(=O)(OC)OC.COP(=O)(OC)OC.COP(=O)(OC)OC.COP(=O)(OC)OC.COP(=O)(OC)OC
E_HOMO, eV: -9.308
Charge: 0
Electronic energy, Ha: -5452.08806

***

These records have energy above the lowest of the compared OMol25 structures with the same formula, charge and spin values of 5.430 0.734 8.741 4.669 0.543 0.000 eV, in the order they appear.